76
Properties=species:S:1:pos:R:3:forces:R:3 method="wB97M-V/def2-TZVPD" molar_mass_g_mol=635.9 energy_ha=-2008.9268 gap_ev=7.71
Mg 0.130 -0.163 0.353 -0.325 0.234 -0.230
N -1.003 -0.797 2.270 0.303 -0.023 0.058
C -0.749 -0.413 3.630 -0.043 0.030 -0.234
C -1.627 -0.900 4.595 0.005 0.020 0.056
C -1.459 -0.626 5.940 -0.008 -0.031 -0.011
C -0.359 0.118 6.332 0.029 0.010 -0.045
C 0.505 0.613 5.370 -0.048 0.002 0.001
C 0.320 0.428 3.991 0.125 0.106 -0.113
C 1.285 1.116 3.048 -0.069 -0.123 0.115
C 1.978 2.224 3.567 0.032 -0.035 -0.036
C 3.016 2.825 2.873 -0.049 -0.022 -0.010
C 3.375 2.329 1.628 -0.037 -0.054 0.075
C 2.613 1.308 1.075 -0.073 -0.030 -0.011
C 1.535 0.676 1.727 0.028 0.297 0.020
H -0.323 -1.492 1.959 -0.019 -0.279 0.367
H -1.903 -1.259 2.202 -0.015 0.051 -0.006
H -2.450 -1.529 4.272 0.001 0.005 0.006
H -2.155 -1.022 6.668 0.002 0.012 -0.004
H -0.165 0.308 7.379 0.004 -0.005 -0.008
H 1.371 1.166 5.702 -0.025 -0.042 0.040
H 1.704 2.635 4.529 0.025 0.051 -0.034
H 3.538 3.669 3.306 0.000 -0.008 0.009
H 4.219 2.750 1.093 -0.014 0.008 -0.018
H 2.871 0.988 0.064 -0.005 -0.009 0.027
C -3.020 -3.386 -1.178 -0.072 0.017 0.056
N -2.238 -3.335 -2.397 -0.025 -0.080 0.022
C -3.018 -2.786 -3.481 -0.015 0.005 -0.023
C -1.020 -2.568 -2.209 0.061 0.230 0.014
C -0.064 -3.112 -1.169 -0.056 -0.040 0.017
C 0.308 -4.452 -1.289 0.072 0.004 0.034
C 1.203 -5.015 -0.391 -0.028 0.042 0.006
C 1.732 -4.225 0.622 -0.050 0.010 -0.050
C 1.349 -2.893 0.724 -0.033 0.039 -0.070
C 0.429 -2.277 -0.151 -0.007 -0.060 -0.055
H -3.906 -4.003 -1.330 0.012 -0.016 -0.015
H -3.359 -2.380 -0.865 0.021 0.006 0.003
H -2.432 -3.811 -0.366 0.023 -0.005 -0.036
H -3.909 -3.390 -3.656 0.008 -0.008 0.026
H -2.430 -2.766 -4.399 0.008 -0.014 0.007
H -3.355 -1.750 -3.272 0.001 0.003 -0.001
H -1.269 -1.526 -1.917 0.005 0.005 0.015
H -0.525 -2.498 -3.184 0.016 -0.056 -0.016
H -0.117 -5.055 -2.085 0.011 0.013 0.014
H 1.488 -6.057 -0.483 -0.004 0.014 0.001
H 2.438 -4.645 1.330 0.002 -0.004 -0.010
H 1.800 -2.299 1.519 -0.019 -0.007 0.000
I -5.260 3.454 0.918 -0.082 0.087 0.057
C -3.858 2.133 0.217 0.121 0.000 0.056
C -3.895 1.435 -0.964 0.067 -0.098 -0.111
N -2.768 0.700 -1.003 0.110 0.073 0.051
N -1.996 0.875 0.085 -0.336 -0.067 -0.273
C -2.655 1.748 0.833 0.146 -0.139 0.209
H -4.627 1.409 -1.754 0.026 -0.012 0.021
H -2.467 0.073 -1.732 0.048 0.022 0.044
H -2.248 2.059 1.784 -0.016 -0.014 -0.033
C 0.105 3.257 -0.720 0.031 0.065 0.031
N 1.130 2.941 -1.700 0.054 0.014 0.019
C 2.329 3.768 -1.613 -0.077 -0.017 -0.009
C 1.190 1.666 -2.178 0.153 0.117 0.273
N 0.484 0.724 -1.625 -0.020 -0.304 -0.145
N 2.054 1.457 -3.226 -0.045 -0.044 -0.136
C 2.350 0.088 -3.607 0.016 0.051 -0.030
C 2.118 2.419 -4.320 -0.015 -0.081 0.023
H -0.054 4.336 -0.731 0.005 0.019 0.030
H 0.400 2.951 0.293 -0.030 0.007 -0.083
H -0.824 2.760 -0.988 0.071 0.048 -0.002
H 2.652 3.839 -0.573 0.000 -0.003 0.039
H 2.129 4.775 -1.985 -0.027 0.006 -0.024
H 3.133 3.330 -2.195 0.013 0.014 0.067
H 0.500 -0.114 -2.199 0.048 0.026 0.015
H 1.536 -0.374 -4.179 -0.009 -0.007 -0.013
H 2.552 -0.519 -2.725 -0.007 0.011 0.017
H 3.241 0.087 -4.233 0.004 0.012 0.003
H 1.675 3.363 -4.018 -0.006 -0.026 -0.028
H 1.569 2.044 -5.189 -0.014 -0.018 -0.024
H 3.153 2.595 -4.618 0.021 -0.005 0.003